Record 1
Formula: C10H21F3ILuO2P2
Source: OMol25
Level of theory: ωB97M-V/def2-TZVPD

Last column: Mulliken charge in e.
Geometry (Å):
C: 0.00063 0.22139 -4.67971  -0.64
C: 0.01326 0.72148 -3.32108  0.59
H: 0.00736 1.16620 -5.27343  0.36
H: -0.91310 -0.37144 -4.88925  0.35
H: 0.90866 -0.37977 -4.89325  0.35
O: 0.00216 0.40075 -2.13738  -0.39
I: -0.03416 -3.25053 -0.44838  -0.21
Lu: -0.00508 -0.48449 -0.24311  0.84
P: 2.61254 0.00069 0.31634  0.79
C: 3.27626 1.31729 1.38076  -1.26
C: 3.34783 -1.47934 1.07798  -1.28
H: 4.43060 -1.31203 1.16507  0.45
H: 4.69214 -0.08995 -0.87730  0.42
H: 3.14899 -2.36243 0.45789  0.37
H: 3.29854 -0.41555 -1.96316  0.35
H: 2.81922 1.21915 2.36993  0.33
H: 2.90367 -1.63833 2.06933  0.34
C: 3.67061 0.21165 -1.14511  -1.18
H: 4.36872 1.24118 1.46500  0.44
H: 3.65478 1.26092 -1.46045  0.36
H: 2.99926 2.28725 0.95435  0.39
P: -2.61643 0.05030 0.32063  0.78
C: -3.25104 1.37837 1.38834  -1.25
C: -3.67242 0.27746 -1.14090  -1.18
H: -3.19778 -2.30500 0.45961  0.37
H: -4.45261 -1.22733 1.17994  0.45
H: -2.92484 -1.58905 2.07361  0.34
C: -3.37377 -1.41969 1.08503  -1.28
H: -3.31540 -0.36188 -1.95767  0.35
H: -4.69939 -0.00142 -0.86549  0.42
H: -4.34493 1.31560 1.47484  0.44
H: -2.95916 2.34197 0.95528  0.39
H: -3.63339 1.32654 -1.45738  0.36
H: -2.78849 1.26987 2.37500  0.33
C: 0.01302 1.48288 1.02321  0.37
O: 0.02062 2.51069 1.57628  -0.26
F: -0.00490 -2.08603 2.78518  -0.21
C: -0.00151 -0.75914 2.47865  0.23
F: -1.08753 -0.23163 3.15981  -0.22
F: 1.08706 -0.23658 3.16098  -0.22

Properties
LUMO level (spin up / spin down) = -11.630 / -11.586 eV
Charge = +2
Highest occupied orbital energy (spin up / spin down) = -15.29 / -15.24 eV
Energy relative to the best compared isomer or geometry (same formula, charge and spin) = 157.8 kJ/mol

---

Record 2
Formula: C25H14ClF5N6OZn
Source: OMol25
Level of theory: ωB97M-V/def2-TZVPD

Last column: Mulliken charge in e.
Geometry (Å):
Zn: -0.04034 -2.20447 -0.90398  -0.01
C: 4.49267 -2.01764 -0.98820  -0.49
C: 3.21309 -2.53403 -0.98038  -0.06
N: 2.13803 -1.76937 -1.16288  0.21
C: 2.34343 -0.42234 -1.24313  0.28
C: 3.64989 0.07515 -1.17031  -0.06
N: 4.72331 -0.70350 -1.09648  -0.62
C: 1.15295 0.41673 -1.34008  0.14
C: 1.20307 1.83475 -1.18015  -0.45
C: 0.00702 2.55791 -1.17260  0.81
C: -1.19283 1.84228 -1.14156  -0.70
C: -1.16344 0.44236 -1.27508  0.25
N: -0.00562 -0.25353 -1.47593  -0.21
C: -2.33706 -0.38826 -1.10977  0.50
C: -3.62832 0.15231 -0.94634  -0.17
N: -4.68688 -0.60422 -0.74591  -0.60
C: -4.51131 -1.92181 -0.81046  -0.42
C: -3.27463 -2.48678 -0.96935  -0.06
N: -2.17178 -1.74576 -1.04928  0.24
C: -0.03780 4.02631 -1.09146  0.58
C: -1.07529 4.77465 -1.62436  -0.49
C: -0.99399 6.17114 -1.62269  -0.37
N: 0.00304 6.83811 -1.03892  -0.59
C: 0.98719 6.13550 -0.48147  -0.37
C: 1.03749 4.73876 -0.53064  -0.47
H: 5.39441 -2.64905 -0.94876  0.39
H: 3.01517 -3.60519 -0.87237  0.36
H: 3.88159 1.14123 -1.23289  0.37
H: 2.18765 2.33530 -1.17919  0.21
H: -2.16578 2.31370 -0.97620  0.50
H: -3.83887 1.22081 -0.97847  0.41
H: -5.41353 -2.52125 -0.66824  0.40
H: -3.14704 -3.57498 -1.01230  0.31
H: -1.90860 4.27381 -2.13160  0.42
H: -1.80456 6.77256 -2.05542  0.34
H: 1.78875 6.71853 -0.00228  0.35
H: 1.91602 4.20015 -0.15252  0.32
Cl: 1.06369 -4.93900 -2.32967  -0.28
C: 0.02577 -4.24311 -1.06150  -0.77
H: 0.36381 -4.64036 -0.09028  0.33
H: -0.98439 -4.57502 -1.25466  0.13
F: -0.00682 -1.87415 6.40766  -0.32
C: -0.00736 -1.79927 5.06469  0.52
C: -1.21338 -1.85252 4.37511  0.05
F: -2.38108 -1.90920 5.05335  -0.31
C: -1.21225 -1.86834 2.99682  0.19
F: -2.40344 -1.86444 2.33625  -0.23
C: -0.02085 -1.73733 2.22196  -0.26
O: -0.03262 -1.45478 0.95209  -0.01
C: 1.18176 -1.75483 2.98617  0.26
F: 2.34736 -1.59862 2.30904  -0.23
C: 1.18686 -1.77231 4.35891  -0.02
F: 2.35584 -1.69657 5.03569  -0.31

Properties
LUMO level = -1.751 eV
Highest occupied orbital energy = -7.61 eV

---

Record 3
Formula: C6H16Cl2FN2NbOPS
Source: OMol25
Level of theory: ωB97M-V/def2-TZVPD

Last column: Mulliken charge in e.
Geometry (Å):
C: -1.77405 -3.24436 2.95178  -1.19
C: -2.64083 -2.17160 2.32385  0.56
Cl: -4.32837 -2.70009 2.25616  -0.26
C: -2.22833 -0.97227 1.86605  0.16
Cl: -3.47903 0.11282 1.28300  -0.22
Nb: -0.06011 -0.18640 1.69866  -0.93
C: 0.18210 0.20701 -0.50055  -0.87
C: -1.09687 0.17316 -1.29581  -0.03
F: -0.87615 0.29770 -2.72166  -0.36
P: -1.13470 2.18530 2.11499  0.07
S: 0.37041 3.43756 2.45211  -0.44
H: -0.86864 -2.80070 3.37542  0.31
H: -2.33143 -3.75779 3.74238  0.38
H: -1.48614 -3.99532 2.19901  0.26
H: 0.00438 -0.15454 3.53242  0.05
H: 1.66878 0.25601 1.97825  0.07
H: 0.30808 -1.96367 1.73744  0.04
H: 0.68577 1.17924 -0.63428  0.44
H: 0.89546 -0.56434 -0.84894  0.48
H: -1.76402 1.00981 -1.04925  0.14
H: -1.65534 -0.76549 -1.19555  0.25
H: -1.92738 2.62070 1.03725  0.01
H: -2.09810 2.22481 3.13620  0.06
C: 3.19381 1.35536 -3.17510  0.59
O: 3.23387 1.66781 -1.99817  -0.60
N: 4.34786 1.27727 -3.93242  -0.41
N: 2.05132 1.04616 -3.84507  -0.30
H: 4.35603 1.01355 -4.89766  0.14
H: 5.20943 1.49117 -3.46923  0.22
H: 1.19372 0.96973 -3.31937  0.22
H: 2.04845 0.75140 -4.80192  0.15

Properties
LUMO level = 2.029 eV
Charge = -1
Highest occupied orbital energy = -4.58 eV
Energy relative to the best compared isomer or geometry (same formula, charge and spin) = 0.0 kJ/mol

---

Record 4
Formula: C4H5NO
Source: OMol25
Level of theory: ωB97M-V/def2-TZVPD

Last column: Mulliken charge in e.
Geometry (Å):
C: 0.41282 -1.71457 0.00647  -1.08
C: 0.12126 -0.28442 0.13651  0.57
C: -0.60313 0.59236 -0.59585  -0.23
C: -0.49941 1.84136 0.05100  -0.24
N: 0.14285 1.71136 1.17730  -0.37
O: 0.51185 0.38022 1.23770  -0.14
H: 0.10816 -2.23819 0.91692  0.29
H: -0.11809 -2.16148 -0.83684  0.30
H: 1.47938 -1.89898 -0.13862  0.29
H: -0.62134 0.99430 -1.65717  0.21
H: -0.91264 2.80196 -0.25877  0.40

Properties
Structure (SMILES) = Cc1ccno1
LUMO level = 0.990 eV
Highest occupied orbital energy = -9.61 eV
Energy relative to the best compared isomer or geometry (same formula, charge and spin) = 225.4 kJ/mol

---

Which formula does entry 2 have? C25H14ClF5N6OZn

---

Which formula does entry 2 have? C25H14ClF5N6OZn